w) Computed, not measured: C5H7NOS in the gas phase, with ωB97M-V/def2-TZVPD.

```
! wB97M-V def2-TZVPD RIJCOSX def2/J DEFGRID3
* xyz 0 1
C 2.12 -1.17 0.03
O 0.70 -1.27 -0.17
C -0.06 -0.16 -0.05
C 0.35 1.20 -0.05
C -0.81 1.94 -0.02
N -1.88 1.12 -0.06
C -1.45 -0.22 0.00
S -2.50 -1.58 -0.05
H 2.28 -0.53 0.97
H 2.64 -0.65 -0.82
H 2.50 -2.20 0.17
H 1.42 1.47 -0.13
H -1.01 3.02 -0.20
H -2.87 1.39 0.27
H -1.43 -2.37 0.14
*
```

Computed properties:
HOMO level: -7.2 eV
structure (SMILES): COc1cc[nH]c1S
lowest unoccupied orbital energy: 0.031 Eh

Atomic charges from the natural (NBO) analysis, expressed in e, are listed below:
1. C -0.2528
2. O -0.5132
3. C 0.2112
4. C -0.3702
5. C -0.0578
6. N -0.5127
7. C -0.1264
8. S 0.0306
9. H 0.1795
10. H 0.1792
11. H 0.2042
12. H 0.2318
13. H 0.2150
14. H 0.4206
15. H 0.1610



x) Computed, not measured: C5H7NOS in the gas phase, with ωB97M-V/def2-TZVPD.

```
! wB97M-V def2-TZVPD RIJCOSX def2/J DEFGRID3
* xyz 0 1
C -0.75 -1.74 1.04
C -0.25 -0.48 0.21
O -1.34 0.43 0.14
C -0.80 1.45 -0.65
S -2.08 2.51 -1.28
C 0.59 1.31 -0.73
C 0.91 -0.04 -0.27
N 2.23 -0.69 -0.07
H -0.58 -1.12 2.07
H -0.21 -2.79 0.82
H -1.81 -1.97 0.84
H -2.21 3.21 -0.09
H 1.21 2.07 -1.12
H 2.82 -0.31 -0.80
H 2.26 -1.84 -0.09
*
```

Computed properties:
HOMO level: -8.0 eV
structure (SMILES): Cc1oc(S)cc1N
lowest unoccupied orbital energy: 0.027 Eh

Atomic charges from the natural (NBO) analysis, expressed in e, are listed below:
1. C -0.6753
2. C 0.2517
3. O -0.4484
4. C 0.0964
5. S 0.0164
6. C -0.3012
7. C 0.0369
8. N -0.8270
9. H 0.2464
10. H 0.2294
11. H 0.2351
12. H 0.1441
13. H 0.2328
14. H 0.3706
15. H 0.3920



Which of them is least stable? Easy: x).



w) Computed, not measured: CH2P2 in the gas phase, with ωB97M-V/def2-TZVPD.

```
! wB97M-V def2-TZVPD RIJCOSX def2/J DEFGRID3
* xyz 0 1
C -0.64 0.18 -0.02
P 0.85 0.91 -0.02
P 2.22 -0.65 0.00
H -1.62 0.56 0.07
H -0.82 -1.00 -0.03
*
```

Computed properties:
HOMO level (spin up / spin down): -8.5 / -8.5 eV
structure (SMILES): C=P#P
lowest unoccupied orbital energy (spin up / spin down): -0.058 / -0.070 Eh

Atomic charges from the natural (NBO) analysis, expressed in e, are listed below:
1. C -0.7608
2. P 0.2746
3. P 0.0640
4. H 0.2136
5. H 0.2087



x) Computed, not measured: 2 unconnected molecules or ions with the total composition CH2P2, with ωB97M-V/def2-TZVPD.

```
! wB97M-V def2-TZVPD RIJCOSX def2/J DEFGRID3
* xyz 0 1
C -0.49 0.16 0.02
P -0.41 -0.35 -1.55
P 0.76 -1.10 0.27
H -1.73 1.71 0.83
H 1.86 -0.41 0.42
*
```

Computed properties:
HOMO level (spin up / spin down): -8.8 / -8.6 eV
lowest unoccupied orbital energy (spin up / spin down): -0.052 / -0.021 Eh

Atomic charges from the natural (NBO) analysis, expressed in e, are listed below:
1. C -0.8089
2. P 0.4480
3. P 0.3485
4. H 0.0983
5. H -0.0859



y) Computed, not measured: 2 unconnected molecules or ions with the total composition CH2P2, with ωB97M-V/def2-TZVPD.

```
! wB97M-V def2-TZVPD RIJCOSX def2/J DEFGRID3
* xyz 0 1
C -0.37 0.43 -0.54
P 0.72 1.20 0.42
P 0.96 -0.73 -0.38
H -1.21 0.57 -1.14
H -0.10 -1.46 1.64
*
```

Computed properties:
HOMO level (spin up / spin down): -8.8 / -7.5 eV
lowest unoccupied orbital energy (spin up / spin down): -0.025 / -0.027 Eh

Atomic charges from the natural (NBO) analysis, expressed in e, are listed below:
1. C -0.8899
2. P 0.5017
3. P 0.3481
4. H 0.2373
5. H -0.1972



Which of them is least stable? Easy: x).